This record from OMol25 describes a molecular structure, C49H99IO35S7Zr at a distorted geometry. The level of theory is wB97M-V/def2-TZVPD.

Atoms and positions in Å:
Zr -0.83132 -3.63573 0.86240
I -2.72078 -3.75065 3.10753
C 14.16053 -11.66930 -11.76156
O 13.63062 -12.12915 -10.78044
O -0.14424 -5.32286 1.72396
O -6.13435 -3.87607 -6.15078
C 0.09328 0.30888 0.86755
C -1.27942 -0.28205 0.68463
C -2.06157 0.36311 -0.51408
O -1.22851 -1.71225 0.52277
H 0.62560 -0.18879 1.67952
H 0.03826 1.32492 1.23271
H 0.74873 0.27748 -0.04005
H -1.77052 -0.12623 1.60877
H -1.34434 0.44097 -1.34106
H -2.29997 1.36818 -0.33395
H -2.94065 -0.23428 -0.77716
C 4.05203 1.93950 -0.29779
C 3.96313 3.20673 -1.18230
C 4.34308 4.48729 -0.35356
S 3.85925 3.93969 1.33488
O 2.71898 4.59143 1.91163
O 5.13168 4.02435 2.04112
C 3.40609 2.25363 1.04017
H 5.07587 1.62844 -0.12362
H 3.52068 1.24043 -0.86439
H 2.94783 3.25592 -1.61224
H 4.64163 3.01667 -2.02660
H 3.73797 5.30269 -0.64904
H 5.42381 4.70699 -0.24796
H 2.29127 2.35165 0.98666
H 3.65656 1.66929 1.93681
C -3.11139 -3.54139 -5.39994
C -1.80684 -4.38593 -5.30594
C -1.06946 -3.71300 -4.10539
S -1.10882 -1.99791 -4.60505
O -0.05561 -1.84029 -5.59723
O -1.08301 -1.11101 -3.50173
C -2.73300 -1.99061 -5.41909
H -3.79751 -3.63727 -4.51039
H -3.69527 -3.89437 -6.14961
H -1.19956 -4.19701 -6.14298
H -1.96176 -5.45057 -5.24719
H 0.03658 -3.90008 -4.00122
H -1.55653 -3.89501 -3.13311
H -2.83929 -1.41697 -6.40325
H -3.39702 -1.41238 -4.83228
C -2.15925 4.64957 3.55038
C -1.47293 3.46186 2.78695
C -0.79351 3.97134 1.56858
S -1.80587 5.40733 1.06115
O -2.63007 4.89311 -0.02918
O -1.11103 6.66744 0.86165
C -2.79505 5.59702 2.56370
H -1.42457 5.11710 4.24400
H -2.90648 4.24285 4.19834
H -2.19927 2.80266 2.41024
H -0.78438 3.05628 3.41738
H -0.83146 3.31768 0.71677
H 0.26226 4.26991 1.67560
H -3.74583 5.27538 2.15714
H -2.79736 6.63097 2.89634
C 1.74600 -2.51918 5.55445
C 2.45156 -1.19111 5.17792
C 2.22377 -0.90697 3.67449
S 2.06417 -2.54692 2.93080
O 3.23750 -2.82604 2.09856
O 0.73604 -2.65583 2.26337
C 2.00236 -3.54505 4.36323
H 0.66589 -2.50933 5.50807
H 1.94979 -2.90083 6.58152
H 3.50836 -1.40065 5.45274
H 2.05809 -0.36737 5.75590
H 3.06549 -0.47171 3.20616
H 1.32752 -0.43067 3.38162
H 3.00061 -4.03200 4.51277
H 1.19253 -4.31735 4.27026
C -5.05684 3.95436 -3.40645
C -5.59562 4.59976 -2.13804
C -6.23659 3.59999 -1.19913
S -5.69890 1.96668 -1.86385
O -6.71528 1.46547 -2.75224
O -5.16616 1.02594 -0.91358
C -4.37221 2.66325 -2.92083
H -4.33739 4.59640 -3.98545
H -5.89107 3.69821 -4.07340
H -6.30245 5.38381 -2.44412
H -4.78394 4.97630 -1.53822
H -7.31576 3.59985 -1.13971
H -5.94764 3.71716 -0.15223
H -4.05764 1.92776 -3.67502
H -3.54191 2.93210 -2.20278
C 6.07625 3.46326 5.86497
C 4.64155 3.76835 5.47026
C 3.94168 2.37721 5.21236
S 5.29506 1.29791 4.86935
O 5.13649 0.62168 3.56771
O 5.45324 0.40722 6.02520
C 6.63059 2.51706 4.84521
H 6.04415 3.04710 6.85589
H 6.44999 4.45483 5.78858
H 4.64673 4.37440 4.54170
H 4.20245 4.36336 6.32065
H 3.30419 2.51355 4.30298
H 3.42712 1.99793 6.10686
H 6.71284 3.00102 3.91338
H 7.39349 1.82386 5.17051
C 4.60577 -5.65169 -4.34404
C 3.64841 -5.23902 -5.41815
C 2.46579 -4.61826 -4.71269
S 2.12406 -5.97162 -3.54441
O 1.09277 -6.84333 -4.12506
O 1.83633 -5.35835 -2.21705
C 3.78731 -6.66901 -3.52462
H 4.93575 -4.88195 -3.64775
H 5.54103 -6.04096 -4.76456
H 3.31142 -6.09361 -6.02165
H 4.09465 -4.46382 -6.04555
H 1.65038 -4.52044 -5.38101
H 2.68846 -3.59984 -4.22807
H 3.74333 -7.67651 -3.84681
H 4.09087 -6.58506 -2.48042
C 5.63144 -2.29046 -1.93612
O 4.65078 -3.39523 -1.83119
H 6.22919 -2.39908 -2.79769
H 5.04459 -1.35593 -1.87811
H 6.30369 -2.24589 -1.09278
H 4.31880 -3.45036 -0.91129
C 2.46008 -0.18185 -4.14734
O 2.18811 -1.55314 -3.97877
H 3.20358 0.10124 -3.41724
H 2.86588 0.10723 -5.13574
H 1.63242 0.45185 -3.88561
H 1.58989 -1.79011 -4.75238
C 1.22559 -2.51760 -1.20009
O 0.87346 -3.71912 -0.55824
H 1.26361 -1.72566 -0.36110
H 2.20998 -2.69207 -1.65849
H 0.47263 -2.15653 -1.92410
H 0.83984 -4.49624 -1.17214
C 1.59813 3.92445 7.48425
O 2.62845 3.55880 8.33373
H 1.54905 3.34227 6.56592
H 0.56871 3.83874 7.87793
H 1.76171 4.96039 7.15550
H 2.21133 3.30690 9.17502
C -1.66406 -5.64146 -1.37036
O -1.83569 -4.63434 -0.46530
H -2.33827 -5.61262 -2.19903
H -0.66969 -5.74342 -1.74038
H -1.88061 -6.66130 -0.92982
H -6.21244 -3.59698 -6.97331
C -5.51249 -0.56543 1.73147
C -6.78411 0.22753 1.59974
O -6.39856 1.61657 1.89282
C -5.17860 1.54993 2.49070
O -4.48924 2.50683 2.81484
O -4.78752 0.30050 2.70712
H -4.95175 -0.37594 0.82597
H -5.53332 -1.61509 2.02454
H -7.58794 -0.03937 2.28939
H -7.17768 0.24047 0.62750
C -0.82222 6.22232 -2.59297
C 0.55347 5.92574 -2.07209
O 0.59581 4.49807 -1.96692
C -0.44875 4.00182 -2.68823
O -0.63262 2.88387 -2.93607
O -1.23529 4.96412 -3.10192
H -0.82838 6.90779 -3.46079
H -1.48788 6.56803 -1.82196
H 0.72059 6.34079 -1.07168
H 1.38546 6.26285 -2.71877
C -1.89604 -0.06133 4.07272
C -3.00670 0.36569 5.01860
O -2.33343 0.63321 6.24211
C -1.05248 0.25926 6.16970
O -0.27242 0.29061 7.06257
O -0.68282 0.02997 4.91524
H -1.79541 0.67671 3.23417
H -2.02832 -1.12232 3.77790
H -3.62889 -0.49401 5.19768
H -3.60303 1.24107 4.67670
C -4.67812 -1.82425 -2.49217
C -5.95793 -2.18482 -3.17494
O -6.88898 -2.30840 -2.03159
C -6.16860 -2.40993 -0.89397
O -6.64677 -2.64072 0.20804
O -4.86204 -2.16624 -1.13036
H -4.40969 -0.70199 -2.56473
H -3.79482 -2.29935 -2.84140
H -5.99310 -3.11221 -3.68987
H -6.33984 -1.37371 -3.69466

Computed properties:
DFT total energy	-209299.036	eV
E_LUMO	-5.427	eV
charge	0

Mulliken population analysis, charges in e, atoms 1 to 99:
1 Zr 0.615
2 I -0.240
3 C 0.197
4 O -0.197
5 O -0.588
6 O -0.702
7 C -0.369
8 C 3.105
9 C -0.571
10 O 0.506
11 H -0.040
12 H -0.514
13 H 0.415
14 H -1.469
15 H 0.035
16 H 0.456
17 H -0.496
18 C -1.059
19 C -0.318
20 C -1.032
21 S 1.247
22 O -0.666
23 O -0.725
24 C 1.575
25 H 0.394
26 H 0.520
27 H -0.044
28 H 0.517
29 H 0.461
30 H 0.341
31 H -0.635
32 H -0.589
33 C -0.244
34 C -1.223
35 C 1.876
36 S 0.809
37 O -0.941
38 O -0.007
39 C -0.537
40 H -0.241
41 H 0.825
42 H 0.529
43 H 0.424
44 H -1.348
45 H -0.509
46 H 0.413
47 H -0.028
48 C -1.012
49 C -0.020
50 C -0.002
51 S 1.305
52 O -0.499
53 O -0.805
54 C -0.999
55 H 0.436
56 H 0.407
57 H -0.752
58 H 0.953
59 H 0.042
60 H 0.107
61 H 0.312
62 H 0.430
63 C -0.625
64 C -0.219
65 C 0.628
66 S 1.146
67 O -0.837
68 O 0.352
69 C -1.010
70 H 0.129
71 H 0.544
72 H 0.315
73 H 0.163
74 H 0.242
75 H -0.777
76 H 0.360
77 H 0.466
78 C -0.808
79 C -0.273
80 C -0.783
81 S 0.873
82 O -0.803
83 O -0.273
84 C -0.270
85 H 0.340
86 H 0.413
87 H 0.368
88 H 0.072
89 H 0.530
90 H 0.167
91 H 0.450
92 H -0.154
93 C -0.957
94 C -0.454
95 C -0.202
96 S 1.144
97 O -0.647
98 O -0.676
99 C -0.707

This record from OMol25 describes a molecular structure, C4B2CaF20O12S4 at a distorted geometry. The level of theory is wB97M-V/def2-TZVPD.

Atoms and positions in Å:
Ca 18.84311 12.35547 -9.16397
B 20.78764 10.23872 -8.30651
F 19.86970 11.06769 -7.67086
F 21.05696 10.76595 -9.57461
F 21.99155 10.18607 -7.57086
F 20.24175 8.93703 -8.38305
B 16.40149 10.92336 -9.62787
F 16.49164 12.16621 -9.02051
F 15.64982 10.05184 -8.79241
F 15.77722 11.02371 -10.88198
F 17.71487 10.46696 -9.78778
C 18.17498 12.08291 -13.81319
F 17.49091 10.94924 -13.77693
F 18.49106 12.39210 -15.10278
F 17.38298 13.07171 -13.40672
S 19.75755 12.01820 -12.80279
O 20.53563 13.17349 -13.21452
O 19.22861 12.00757 -11.45012
O 20.39671 10.74506 -13.14862
C 19.15943 13.16156 -4.61805
F 19.89768 14.05653 -5.26568
F 19.86679 12.05543 -4.34209
F 18.82835 13.70118 -3.42538
S 17.64105 12.76283 -5.62084
O 17.19901 11.46472 -5.12400
O 16.77012 13.85116 -5.19342
O 18.05594 12.76798 -7.01319
C 15.86410 15.68210 -10.81481
F 15.45167 15.10682 -11.95664
F 15.57179 16.99753 -10.88826
F 15.14687 15.15202 -9.82285
S 17.69638 15.47548 -10.45558
O 17.80362 14.05280 -10.13093
O 18.33630 15.94634 -11.67101
O 17.82491 16.35870 -9.31326
C 22.79528 13.64169 -7.63304
F 23.16162 12.57232 -8.32781
F 22.23178 13.22908 -6.50760
F 23.90500 14.34817 -7.31273
S 21.63646 14.69697 -8.69698
O 20.54002 13.76534 -9.01080
O 21.20972 15.79405 -7.83440
O 22.44963 15.07398 -9.83021

Computed properties:
DFT total energy	-146216.987	eV
E_LUMO	8.472	eV
energy relative to the best compared isomer or geometry (same formula, charge and spin)	0.367	eV
charge	-4

Okay, here come the Mulliken numbers, in e, for every atom:
1 Ca 3.034
2 B 0.315
3 F -0.244
4 F -0.387
5 F -0.415
6 F -0.443
7 B 0.632
8 F -0.474
9 F -0.441
10 F -0.433
11 F -0.495
12 C 0.539
13 F -0.235
14 F -0.274
15 F -0.204
16 S 1.032
17 O -0.729
18 O -0.378
19 O -0.741
20 C 0.585
21 F -0.204
22 F -0.259
23 F -0.274
24 S 1.127
25 O -0.788
26 O -0.776
27 O -0.637
28 C 0.479
29 F -0.230
30 F -0.251
31 F -0.234
32 S 1.036
33 O -0.413
34 O -0.713
35 O -0.732
36 C 0.503
37 F -0.218
38 F -0.184
39 F -0.273
40 S 1.112
41 O -0.875
42 O -0.711
43 O -0.730

This record from OMol25 describes a single C4H10 molecule at a distorted geometry. The level of theory is wB97M-V/def2-TZVPD.

Atoms and positions in Å:
C 1.91164 0.07367 -0.20870
C 0.61727 -0.52483 0.22401
C -0.53705 0.52137 0.14277
C -1.92086 -0.20524 -0.17516
H 2.13657 0.87230 0.47236
H 1.72041 0.52769 -1.12636
H 2.87105 -0.51235 -0.06546
H 0.37733 -1.47559 -0.29169
H 0.41989 -0.80256 1.24562
H -0.29002 1.14585 -0.56006
H -0.62811 1.20824 0.94856
H -1.87234 -0.85021 -1.02517
H -2.08973 -0.70628 0.57598
H -2.71605 0.72794 -0.15670

Computed properties:
DFT total energy	-4308.065	eV
E_LUMO	1.280	eV
energy relative to the best compared isomer or geometry (same formula, charge and spin)	2.297	eV
charge	0
SMILES	CCCC

Okay, here come the Mulliken numbers, in e, for every atom:
1 C -1.235
2 C -0.385
3 C -0.792
4 C -1.234
5 H 0.308
6 H 0.363
7 H 0.315
8 H 0.338
9 H 0.308
10 H 0.517
11 H 0.429
12 H 0.368
13 H 0.461
14 H 0.241

This record from OMol25 describes a single C4H10 molecule at a distorted geometry. The level of theory is wB97M-V/def2-TZVPD.

Atoms and positions in Å:
C -0.75991 0.91039 -0.82663
C -0.24198 0.06952 0.40649
C 1.23166 0.42447 0.64987
C -0.37051 -1.43879 0.09743
H -0.11327 0.84679 -1.72744
H -1.77000 0.65809 -1.19541
H -0.79404 1.97787 -0.57228
H -0.84408 0.33202 1.28403
H 1.66654 -0.04866 1.54059
H 1.31980 1.50837 0.75867
H 1.85506 0.12492 -0.20607
H -1.36652 -1.88059 0.25837
H 0.37289 -2.15615 0.48524
H -0.18565 -1.32825 -0.95286

Computed properties:
DFT total energy	-4309.928	eV
E_LUMO	1.236	eV
energy relative to the best compared isomer or geometry (same formula, charge and spin)	0.434	eV
charge	0
SMILES	CC(C)C

Okay, here come the Mulliken numbers, in e, for every atom:
1 C -1.413
2 C 0.653
3 C -1.350
4 C -1.219
5 H 0.334
6 H 0.349
7 H 0.388
8 H 0.259
9 H 0.353
10 H 0.379
11 H 0.310
12 H 0.288
13 H 0.329
14 H 0.338

This record from OMol25 describes 3 unconnected molecules or ions with the total composition C4H10BINO2 at a distorted geometry. The level of theory is wB97M-V/def2-TZVPD.

Atoms and positions in Å:
B 0.36889 0.08823 -0.95557
C 1.31770 -2.97051 0.17059
C 0.02708 0.50312 0.43441
C 0.08455 2.82028 -0.52360
C -0.05316 0.65796 1.73650
N 1.23631 -2.90580 -1.08517
O 0.78372 -0.56636 -1.91976
O -0.30999 1.45082 -0.60289
I -3.67198 0.91194 0.50494
H 1.42886 -3.91309 0.69847
H -0.03791 3.17285 0.50094
H -0.57717 3.38070 -1.18276
H 1.12206 2.94882 -0.83838
H 0.20667 -0.15046 2.39628
H -0.40449 1.56258 2.20438
H 1.08602 -1.90023 -1.59739
H -5.15298 0.71309 0.96918
H 1.26307 -3.74822 -1.65991
H 1.28277 -2.05571 0.74975

Computed properties:
DFT total energy	-18664.113	eV
E_LUMO	-4.172	eV
energy relative to the best compared isomer or geometry (same formula, charge and spin)	2.331	eV
charge	+1

Okay, here come the Mulliken numbers, in e, for every atom:
1 B 0.681
2 C -0.028
3 C 0.260
4 C -0.654
5 C -0.720
6 N -0.131
7 O -0.720
8 O -0.123
9 I -0.091
10 H 0.307
11 H 0.330
12 H 0.245
13 H 0.297
14 H 0.224
15 H 0.285
16 H 0.364
17 H 0.111
18 H 0.263
19 H 0.100

This record from OMol25 describes a single C4H10BN molecule at a distorted geometry. The level of theory is wB97M-V/def2-TZVPD.

Atoms and positions in Å:
B 0.68485 -0.05302 0.97613
C 0.47281 0.33010 -1.95715
C -0.94870 0.56010 -1.54452
C -1.44482 -0.26131 -0.33301
C 1.74268 -0.37849 2.05311
N -0.67737 0.06416 0.88960
H 0.84501 1.10076 -2.60714
H 0.75651 -0.55679 -2.39159
H -0.96407 1.59414 -1.12623
H -1.59820 0.25314 -2.35966
H -2.44831 -0.07327 -0.17368
H -1.28805 -1.29627 -0.52547
H 1.51678 -0.06586 3.06335
H 2.68787 0.15594 1.96460
H 1.89339 -1.47597 2.31961
H -1.23038 0.10264 1.75205

Computed properties:
DFT total energy	-6473.333	eV
E_LUMO (alpha / beta)	0.437 / 0.638	eV
energy relative to the best compared isomer or geometry (same formula, charge and spin)	3.793	eV
charge	0

Okay, here come the Mulliken numbers, in e, for every atom:
1 B -0.137
2 C -1.076
3 C -0.218
4 C -0.654
5 C -0.901
6 N -0.157
7 H 0.303
8 H 0.349
9 H 0.256
10 H 0.309
11 H 0.418
12 H 0.310
13 H 0.353
14 H 0.292
15 H 0.303
16 H 0.249